(1)
{
  "formula": "C4H11N4O4PS",
  "method": "ωB97M-V with the def2-TZVPD basis set",
  "symbols": ["C", "C", "C", "C", "N", "N", "N", "N", "O", "O", "O", "O", "P", "S", "H", "H", "H", "H", "H", "H", "H", "H", "H", "H", "H"],
  "coordinates": [[-0.26531, 0.66826, 0.83170], [-2.81675, 0.96868, -0.90931], [-2.60339, -0.13061, 0.12694], [-1.11885, -0.43086, 0.11188], [2.88018, -1.57166, -0.00595], [2.79529, 0.74523, -1.34282], [1.05668, 0.38925, 0.66419], [-0.86042, -1.60814, 0.93685], [0.28431, -1.98738, 0.90601], [-0.74896, 1.55801, 1.48626], [-1.76454, -2.03291, 1.58706], [1.04618, -0.99442, -1.70255], [1.89033, -0.43139, -0.68444], [2.19378, 1.26656, 1.58525], [-2.35074, 0.57576, -1.89956], [-2.13331, 1.93285, -0.67876], [-3.82497, 1.18120, -1.07019], [-2.84834, 0.35560, 1.14169], [-3.34833, -0.83632, -0.21084], [-0.55774, -0.55620, -0.85973], [3.76829, -1.44244, 0.26551], [2.27894, -2.24276, 0.50672], [2.09010, 1.32288, -1.92597], [3.59058, 1.19622, -1.01817], [1.36699, 2.10459, 2.15823]],
  "atomic_forces_ev_per_a": [[-0.8918, -0.9716, -0.7273], [4.6205, 1.1385, -1.3402], [-0.1790, 3.1082, 0.5136], [-0.3821, 0.8076, -0.3291], [-4.9473, -0.2946, -0.7697], [-2.8381, 0.5344, -2.2823], [0.5504, 0.6038, -0.7713], [0.1754, 0.5471, -0.7293], [0.5848, -1.8237, 0.6902], [0.4030, 0.1149, 0.2261], [-0.3530, -1.1119, 0.9038], [-2.0978, -0.3995, -1.1818], [1.9528, -0.2912, 1.5382], [1.2528, -0.1717, 0.4435], [-1.0316, 0.6751, 1.3015], [-1.9818, -1.9376, -0.3926], [-1.5090, 0.7000, -0.1664], [0.1232, -1.2716, -1.3631], [0.5187, -1.1267, 0.6694], [-1.2762, -0.3752, 0.6667], [3.5977, 0.5554, 1.2816], [1.1342, 0.4631, -0.3138], [2.1481, -0.9703, 1.1333], [1.2280, 0.9706, 0.8037], [-0.8018, 0.5268, 0.1952]],
  "lowdin_charge": [-0.5113, -0.1123, -0.2052, -0.1730, 0.0001, -0.0611, -0.4753, -0.3550, 0.0289, 0.0739, 0.1341, -0.2616, 0.3462, 0.8274, 0.1044, 0.1222, 0.0395, 0.1459, 0.1169, 0.1260, 0.0071, 0.0718, 0.1288, 0.0185, -0.1371],
  "charge": 0,
  "e_tot_ha": -1418.4850,
  "homo_ev": -9.20,
  "gap_ev": 9.40
}

---

(2)
{
  "formula": "C4H11N5",
  "method": "ωB97M-V with the def2-TZVPD basis set",
  "symbols": ["C", "C", "C", "C", "N", "N", "N", "N", "N", "H", "H", "H", "H", "H", "H", "H", "H", "H", "H", "H"],
  "coordinates": [[-0.37214, -0.62085, -1.98537], [-0.48983, -0.05779, -0.87420], [-0.33398, 1.78591, 1.91590], [-0.11675, -1.38357, -3.01775], [-0.74230, 0.03045, 0.30506], [-0.11771, 0.75536, 1.21772], [0.49258, 2.19296, 2.94275], [1.43011, -3.22711, -1.22827], [-1.48831, 2.74658, 1.64290], [0.60254, -0.88103, -3.63853], [-0.75814, -2.11347, -3.48357], [2.48547, -3.16577, -1.22008], [1.06321, 1.45437, 3.21396], [0.91292, 3.02992, 2.91140], [1.09264, -4.12706, -1.57955], [0.74679, -2.42771, -1.87543], [0.95808, -3.03391, -0.28146], [-1.22059, 3.84064, 1.54449], [-1.96514, 2.81980, 2.57723], [-2.17945, 2.38229, 0.91280]],
  "atomic_forces_ev_per_a": [[-0.5769, -1.1306, -0.2918], [0.4558, -0.0360, -0.9853], [0.6906, -0.1188, -1.5987], [0.2141, 1.5289, -1.1227], [-1.8318, 1.0373, 3.2107], [1.0483, 0.7921, 0.6591], [-3.9146, -2.8640, -0.7367], [-2.5616, 2.0483, 0.1323], [-0.4553, 2.0315, 1.0227], [0.7185, -0.5778, -0.7423], [-0.2650, -0.3451, 0.3007], [-1.5853, 0.1753, -0.0760], [1.3272, -1.3069, 0.7601], [1.7124, 3.8151, -0.1642], [0.4154, -0.1432, 0.2721], [2.5063, -1.4936, 1.0908], [1.4765, -0.7890, -1.3377], [-0.4352, -3.0693, -0.5630], [-0.1055, -0.4175, -0.8388], [1.1663, 0.8634, 1.0085]],
  "lowdin_charge": [-0.0552, -0.0796, -0.3389, 0.0138, 0.0813, 0.1078, 0.1917, 0.2030, 0.2426, 0.0994, 0.1073, 0.1677, 0.1044, 0.0717, 0.1310, 0.1528, 0.1648, 0.2512, 0.1846, 0.1984],
  "charge": 2,
  "e_tot_ha": -431.9958,
  "homo_ev": -16.00,
  "gap_ev": 8.19
}

---

(3)
{
  "formula": "C4H11N6",
  "method": "ωB97M-V with the def2-TZVPD basis set",
  "symbols": ["C", "C", "C", "C", "N", "N", "N", "N", "N", "N", "H", "H", "H", "H", "H", "H", "H", "H", "H", "H", "H"],
  "coordinates": [[2.38217, -0.25577, -0.49950], [0.93995, 0.77858, 0.85387], [2.02742, -0.56653, -1.73953], [-1.86643, 0.27896, -1.30781], [0.10187, 0.40627, 1.55633], [-1.72587, 1.14247, -0.40514], [2.03188, 0.91090, 0.19589], [3.33784, -1.01953, 0.19299], [-2.56663, -0.89181, -1.39401], [-2.24277, 1.14890, 0.93005], [1.42459, 0.01609, -2.37016], [2.45090, -1.45348, -2.16161], [-1.48304, 0.72062, -2.23146], [-1.00277, 0.62129, 1.56444], [2.31632, 1.84348, 0.01016], [3.69399, -1.86592, -0.29864], [3.35122, -1.01872, 1.19351], [-2.66364, -1.34506, -2.26652], [-3.22511, -1.17837, -0.76438], [-2.16342, 2.05270, 1.38701], [-3.30076, 0.90172, 0.83647]],
  "atomic_forces_ev_per_a": [[2.5421, -2.2103, -1.0489], [0.0034, -0.5757, 0.7335], [0.1992, -0.0316, 0.6333], [-1.3826, -0.3425, -0.7875], [-0.6222, 0.5640, 0.8605], [0.9987, 2.9004, 1.5257], [-1.2097, 0.5864, 0.4200], [-0.0271, -0.2756, -1.1751], [1.9230, 1.2090, -0.9872], [-2.6067, -2.3010, -1.1220], [-0.6875, 0.8560, -0.4829], [-0.0002, -0.4206, -0.1662], [0.2992, -1.0026, -0.1083], [-0.3388, -0.7450, -0.2876], [0.8472, 0.6732, -0.4944], [-0.5836, 1.1422, 0.9217], [-0.0178, -0.1069, 0.1965], [0.1689, -0.1429, -0.9057], [-1.6605, -0.6197, 2.1996], [-0.1902, 0.4274, -0.9406], [2.3452, 0.4155, 1.0154]],
  "lowdin_charge": [-0.4334, -0.1404, 0.0945, -0.2867, 0.2940, -0.0712, 0.1543, 0.1161, 0.1443, -0.0160, 0.0511, 0.0721, 0.1297, 0.0680, 0.1775, 0.1285, 0.0924, 0.0920, 0.0593, 0.1086, 0.1652],
  "charge": 1,
  "e_tot_ha": -487.1986,
  "homo_ev": -12.28,
  "gap_ev": 9.16
}

---

(4)
{
  "formula": "C4H11N6",
  "method": "ωB97M-V with the def2-TZVPD basis set",
  "symbols": ["C", "C", "C", "C", "N", "N", "N", "N", "N", "N", "H", "H", "H", "H", "H", "H", "H", "H", "H", "H", "H"],
  "coordinates": [[0.84123, -1.49831, 0.66705], [-0.76513, -0.70163, -0.35879], [-2.57948, -1.22553, 1.28049], [0.34257, 1.89916, 0.36549], [0.49769, -0.93359, -0.46075], [-0.14655, -1.65251, 1.49889], [-1.19344, -1.22507, 0.79101], [1.53488, 2.02788, 0.09518], [-0.83366, 1.77356, 0.18859], [2.03970, 0.47169, -2.03242], [1.82159, -1.89562, 0.88374], [-3.35572, -1.77998, 0.76030], [-2.59550, -1.47570, 2.27289], [-2.73000, -0.03198, 1.25634], [1.29554, 0.91620, -2.40418], [2.19443, 2.39530, 0.81953], [-1.51993, 2.00718, 0.88625], [2.70670, 0.14253, -2.78616], [1.32469, -0.34926, -1.27144], [-1.27724, -0.01025, -1.04249], [2.39761, 1.14594, -1.40952]],
  "atomic_forces_ev_per_a": [[1.7702, -1.5880, 2.3982], [-2.4580, 0.3436, -0.8177], [0.5412, 4.6985, -1.5289], [1.9698, 1.1246, -1.3010], [1.9763, 1.1065, -2.3978], [-0.2188, -1.2010, 0.2487], [-1.1984, 0.1353, -0.8513], [0.4676, 0.5689, 2.3179], [-1.3615, 0.3287, 1.1089], [2.5744, -3.5059, -0.2632], [0.0515, 0.3299, 0.0576], [0.5611, 0.0257, -0.5893], [0.2507, -0.7980, 2.4403], [-0.8042, -2.7427, 0.0772], [-2.9416, 1.9183, -2.3213], [-0.7369, -0.5437, -1.0194], [-0.3635, 0.0488, -0.1336], [-1.1081, 0.5671, 1.3600], [0.1219, -0.3431, 0.0028], [-0.2812, -1.2240, 0.4185], [1.1874, 0.7505, 0.7934]],
  "lowdin_charge": [-0.1823, -0.1570, 0.0397, -0.3378, 0.0591, 0.1496, -0.1493, 0.1264, 0.1729, 0.1405, 0.1378, 0.1005, 0.0562, 0.1320, 0.0358, 0.1333, 0.1085, 0.1499, 0.1087, 0.1518, 0.0237],
  "charge": 1,
  "e_tot_ha": -487.2476,
  "homo_ev": -13.53,
  "gap_ev": 10.46
}

---

(5)
{
  "formula": "C4H11NO",
  "method": "ωB97M-V with the def2-TZVPD basis set",
  "symbols": ["N", "C", "C", "C", "C", "H", "H", "H", "H", "H", "H", "H", "H", "H", "H", "H", "O"],
  "coordinates": [[-0.53625, 1.88434, 0.89305], [0.06712, 1.44862, -0.35904], [1.74220, -1.87903, 0.48631], [0.97854, -0.60620, 0.64889], [0.55619, 0.01543, -0.42126], [-1.52571, 2.18867, 0.58332], [-0.67378, 1.20146, 1.64630], [0.97695, 2.15338, -0.50348], [-0.60767, 1.66791, -1.22595], [2.76912, -1.65441, 0.76910], [1.36603, -2.61673, 1.19278], [1.80611, -2.27024, -0.61512], [0.77558, -0.29021, 1.68052], [0.48320, -0.46475, -1.40616], [-2.44631, 0.00085, -0.68909], [-1.44039, -1.10631, -0.95426], [-2.22421, -0.73412, -1.10734]],
  "atomic_forces_ev_per_a": [[-2.3919, 1.0388, -0.3143], [1.1980, 0.5716, -0.6716], [0.3254, -0.5611, -1.0323], [0.4134, -1.4354, 0.2023], [-1.1710, 2.1473, -0.5543], [1.3994, -0.4689, 1.0968], [0.1359, 0.0041, -0.8622], [-0.9830, -1.2438, -0.1549], [0.3565, -0.2344, 0.7341], [0.2625, -0.2448, 0.0826], [0.0671, -0.5249, -0.1933], [-0.4465, 0.6557, 2.0524], [0.4144, 0.2054, -0.6497], [0.7709, 0.1919, 0.2790], [-0.8436, 5.2397, 3.4304], [4.7577, -1.5207, 1.6426], [-4.2651, -3.8205, -5.0875]],
  "lowdin_charge": [-0.1088, -0.4647, -0.1734, -0.2816, -0.2189, -0.0108, -0.0038, 0.0972, 0.0576, 0.0506, 0.0441, 0.1004, 0.0852, 0.0920, -0.1102, -0.0843, -0.0707],
  "charge": -1,
  "e_tot_ha": -288.8754,
  "spin_multiplicity": 2,
  "homo_ev": [1.27, -5.15],
  "gap_ev": [2.68, 8.96]
}

---

(6)
{
  "formula": "C4H11NO",
  "method": "ωB97M-V with the def2-TZVPD basis set",
  "symbols": ["O", "C", "H", "H", "C", "C", "C", "N", "H", "H", "H", "H", "H", "H", "H", "H", "H"],
  "coordinates": [[1.91420, 0.30584, 1.17988], [2.54669, 1.35385, 1.51566], [3.28239, 1.85354, 0.84396], [2.46488, 1.81350, 2.51710], [-1.10723, 0.49287, 0.44998], [-0.71627, -0.49466, -0.63463], [-1.49640, -1.79600, -0.49348], [-0.86687, 0.01445, -2.00751], [-0.91604, 0.07900, 1.43601], [-0.57817, 1.43557, 0.30952], [-2.18372, 0.70950, 0.36583], [0.35104, -0.70245, -0.51287], [-1.25511, -2.51927, -1.27257], [-1.31609, -2.25408, 0.47986], [-2.57084, -1.57274, -0.53766], [-0.52810, 0.96454, -2.00461], [-1.84382, 0.04665, -2.27128]],
  "atomic_forces_ev_per_a": [[-0.5068, -0.9024, -0.2720], [0.6189, 1.1458, 0.0542], [-0.1757, -0.1912, 0.1359], [-0.0336, -0.0952, 0.0144], [-0.6059, 0.1293, -0.4320], [0.4536, -0.5329, -0.0139], [-0.2119, 0.1978, 0.1196], [-0.0204, -0.1487, 0.1189], [0.2596, 0.1680, 0.0741], [0.2270, -0.0925, 0.3095], [-0.0123, -0.0369, 0.0228], [-0.0533, 0.0498, 0.1612], [0.0601, 0.0453, -0.0526], [0.0981, 0.0108, -0.0098], [-0.0094, -0.0989, -0.0991], [0.0966, 0.2466, -0.2142], [-0.1845, 0.1053, 0.0830]],
  "lowdin_charge": [-0.3409, -0.4533, -0.0423, -0.0474, -0.1083, -0.5298, -0.0963, 0.0130, 0.0703, 0.0569, 0.0650, 0.1126, 0.0638, 0.0710, 0.0646, 0.0540, 0.0472],
  "charge": -1,
  "e_tot_ha": -288.9399,
  "spin_multiplicity": 2,
  "homo_ev": [0.49, -2.90],
  "gap_ev": [3.40, 6.76]
}

---

(7)
{
  "formula": "C4H11NO",
  "method": "ωB97M-V with the def2-TZVPD basis set",
  "symbols": ["C", "O", "C", "C", "C", "N", "H", "H", "H", "H", "H", "H", "H", "H", "H", "H", "H"],
  "coordinates": [[0.79068, -0.33287, 1.13304], [2.19653, -0.07944, 0.88059], [-0.23659, 0.79512, 0.76345], [-0.29020, 1.08760, -0.81581], [-1.14700, 0.03088, -1.47208], [-1.27768, -1.24033, -0.71890], [0.68759, -0.80618, 2.15008], [0.42960, -1.00298, 0.37229], [2.44777, -0.69098, 0.18712], [-0.06873, 1.73134, 1.33076], [-1.26033, 0.39619, 0.93718], [0.54388, 1.28086, -1.46024], [-0.97472, 2.02845, -0.66027], [-2.17689, 0.64048, -1.43385], [-0.79622, -0.20114, -2.55931], [-0.99081, -2.00592, 1.18700], [-1.17092, -1.53666, 0.28519]],
  "atomic_forces_ev_per_a": [[-0.0584, 0.0726, -0.5207], [-1.0302, 0.4967, 0.3341], [1.6750, 0.0824, -0.3904], [-1.5681, 1.8659, 2.6579], [-3.1128, 0.2010, 1.0925], [-0.5129, 1.4270, -6.0808], [-0.1260, 0.7591, -0.7813], [1.0707, -0.9079, 0.3327], [0.1284, 0.0227, -0.0405], [-0.1956, -0.5007, -0.2953], [0.7161, 0.5589, 0.4704], [1.0385, 0.4302, 0.6485], [1.6017, -1.2862, -1.3576], [1.4572, -1.9937, -1.0569], [-0.7651, -0.0468, 1.9684], [-0.4799, 1.2979, -0.5510], [0.1615, -2.4793, 3.5701]],
  "lowdin_charge": [-0.2950, -0.0746, -0.1775, -0.2088, -0.3137, 0.0195, 0.1215, 0.0244, 0.0738, 0.1073, 0.0941, 0.0892, 0.1269, 0.1211, 0.1522, 0.2479, -0.1082],
  "charge": 0,
  "e_tot_ha": -288.6554,
  "homo_ev": -8.71,
  "gap_ev": 6.05
}

---

(8)
{
  "formula": "C4H11NO",
  "method": "ωB97M-V with the def2-TZVPD basis set",
  "symbols": ["C", "C", "N", "C", "C", "H", "H", "H", "H", "H", "H", "H", "H", "H", "H", "H", "O"],
  "coordinates": [[-1.61856, -2.12606, -0.66215], [-1.24921, -1.02590, -0.00551], [0.07176, -0.64228, 0.23522], [0.50598, -0.32692, 1.60145], [1.40966, 0.91581, 1.59411], [-2.42215, -2.82174, -0.50332], [-0.80110, -2.58098, -1.22900], [-1.90496, -0.33802, 0.51611], [0.74938, -1.11964, -0.33438], [1.14567, -1.15929, 1.89270], [-0.41677, -0.12633, 2.13324], [2.45832, 0.76096, 1.82782], [1.13901, 1.60085, 2.40388], [1.26615, 1.48033, 0.67889], [-0.27338, 1.88760, -3.84653], [-0.08209, 2.84521, -2.67427], [0.02228, 2.77639, -3.62826]],
  "atomic_forces_ev_per_a": [[1.4017, -0.4653, -0.4332], [0.2041, -0.2538, 1.2958], [-0.2254, 0.6828, -1.2922], [0.8005, 0.5283, -1.8419], [-0.4292, 0.8824, 0.9865], [-0.9918, 0.8849, -0.3389], [-0.0379, -0.2507, 0.2960], [-0.4979, -0.4750, 0.2874], [0.1127, -0.2355, 0.1282], [-0.6758, -0.2744, 0.9527], [0.2170, -0.4430, 0.6669], [0.2102, -0.4937, -0.5427], [-0.3224, -0.0052, 0.0043], [0.2372, -0.0644, -0.1829], [-0.0081, -0.0038, 0.0228], [-0.0038, -0.0298, -0.0195], [0.0090, 0.0164, 0.0108]],
  "lowdin_charge": [-0.0209, -0.2480, -0.0918, -0.2383, -0.0982, 0.0384, 0.0428, 0.1024, 0.1143, 0.1097, 0.1064, 0.0609, 0.0622, 0.0618, 0.0310, 0.0277, -0.0605],
  "charge": 0,
  "e_tot_ha": -288.9309,
  "smiles": "C=CNCC.O",
  "homo_ev": -7.98,
  "gap_ev": 8.80
}

---

Copy entry 4 word for word.
{
  "formula": "C4H11N6",
  "method": "ωB97M-V with the def2-TZVPD basis set",
  "symbols": ["C", "C", "C", "C", "N", "N", "N", "N", "N", "N", "H", "H", "H", "H", "H", "H", "H", "H", "H", "H", "H"],
  "coordinates": [[0.84123, -1.49831, 0.66705], [-0.76513, -0.70163, -0.35879], [-2.57948, -1.22553, 1.28049], [0.34257, 1.89916, 0.36549], [0.49769, -0.93359, -0.46075], [-0.14655, -1.65251, 1.49889], [-1.19344, -1.22507, 0.79101], [1.53488, 2.02788, 0.09518], [-0.83366, 1.77356, 0.18859], [2.03970, 0.47169, -2.03242], [1.82159, -1.89562, 0.88374], [-3.35572, -1.77998, 0.76030], [-2.59550, -1.47570, 2.27289], [-2.73000, -0.03198, 1.25634], [1.29554, 0.91620, -2.40418], [2.19443, 2.39530, 0.81953], [-1.51993, 2.00718, 0.88625], [2.70670, 0.14253, -2.78616], [1.32469, -0.34926, -1.27144], [-1.27724, -0.01025, -1.04249], [2.39761, 1.14594, -1.40952]],
  "atomic_forces_ev_per_a": [[1.7702, -1.5880, 2.3982], [-2.4580, 0.3436, -0.8177], [0.5412, 4.6985, -1.5289], [1.9698, 1.1246, -1.3010], [1.9763, 1.1065, -2.3978], [-0.2188, -1.2010, 0.2487], [-1.1984, 0.1353, -0.8513], [0.4676, 0.5689, 2.3179], [-1.3615, 0.3287, 1.1089], [2.5744, -3.5059, -0.2632], [0.0515, 0.3299, 0.0576], [0.5611, 0.0257, -0.5893], [0.2507, -0.7980, 2.4403], [-0.8042, -2.7427, 0.0772], [-2.9416, 1.9183, -2.3213], [-0.7369, -0.5437, -1.0194], [-0.3635, 0.0488, -0.1336], [-1.1081, 0.5671, 1.3600], [0.1219, -0.3431, 0.0028], [-0.2812, -1.2240, 0.4185], [1.1874, 0.7505, 0.7934]],
  "lowdin_charge": [-0.1823, -0.1570, 0.0397, -0.3378, 0.0591, 0.1496, -0.1493, 0.1264, 0.1729, 0.1405, 0.1378, 0.1005, 0.0562, 0.1320, 0.0358, 0.1333, 0.1085, 0.1499, 0.1087, 0.1518, 0.0237],
  "charge": 1,
  "e_tot_ha": -487.2476,
  "homo_ev": -13.53,
  "gap_ev": 10.46
}